Run i
An isolated ion of composition C5H12N2O and charge +1. Source: OMol25; level of theory: ωB97M-V/def2-TZVPD.

XYZ file:
```
20
Properties=species:S:1:pos:R:3
C -1.222 1.191 -0.073
C -1.932 1.949 -1.164
C -0.935 -0.199 -0.630
N -0.263 -1.036 0.195
C 0.490 -0.580 1.342
C 1.904 0.041 0.923
N 2.994 -1.000 0.871
O -1.427 -0.676 -1.618
H -0.339 1.793 0.157
H -1.808 1.067 0.822
H -2.367 2.910 -0.802
H -1.370 2.209 -2.058
H -2.849 1.448 -1.617
H -0.219 -2.088 0.067
H 0.005 0.162 2.023
H 0.682 -1.461 1.973
H 2.140 0.891 1.671
H 1.710 0.334 -0.075
H 2.989 -1.451 -0.003
H 3.894 -0.568 0.939
```

Output
HOMO-LUMO gap (alpha / beta): 0.438 / 0.193 Ha
HOMO (alpha / beta): -0.551 / -0.521 hartree
2S+1: 2
Total charge: +1
<S²>: 0.767

Atom charges from the natural (NBO) analysis, given in e for atoms 1 to 8: -0.5285 -0.6337 0.6254 -0.3180 -0.2845 -0.2041 -0.7189 -0.3847

***

Run ii
An isolated ion of composition C5H12N2O and charge +1. Source: OMol25; level of theory: ωB97M-V/def2-TZVPD.

XYZ file:
```
20
Properties=species:S:1:pos:R:3
C 0.251 2.515 -0.562
O 0.101 3.169 -1.847
C 0.684 1.025 -0.811
C 0.977 0.338 0.491
C -0.373 -0.283 1.086
N -1.030 -3.716 0.627
C -1.144 -2.407 0.370
N -0.240 -1.692 1.010
H -0.785 2.666 -0.309
H 1.208 2.886 -0.136
H 0.937 3.558 -2.118
H 0.163 0.539 -1.656
H 1.680 1.105 -1.345
H 1.607 -0.528 0.345
H 1.552 0.928 1.192
H -1.156 0.271 0.468
H -0.516 -0.001 2.150
H -0.199 -4.097 1.059
H -1.739 -4.297 0.179
H -1.978 -1.978 -0.192
```

Output
HOMO-LUMO gap (alpha / beta): 0.328 / 0.183 Ha
HOMO (alpha / beta): -0.476 / -0.476 hartree
2S+1: 2
Total charge: +1
<S²>: 0.766

Atom charges from the natural (NBO) analysis, given in e for atoms 1 to 8: -0.0948 -0.7257 -0.4671 -0.3795 -0.3072 -0.5482 0.2969 -0.2056

***

Which of them is most stable? Easy: run i.

***

Run i
A 2-piece molecular cluster, C7H12N overall. Source: OMol25; level of theory: ωB97M-V/def2-TZVPD.

XYZ file:
```
20
Properties=species:S:1:pos:R:3
C -2.435 1.517 -0.592
C -2.652 0.306 -0.216
C -1.690 -1.437 0.997
C -2.562 -1.032 0.062
C 1.733 -0.169 1.799
C 1.204 0.519 -1.780
C 1.928 0.093 0.361
N 0.930 0.287 -0.417
H -3.234 2.214 -0.142
H -1.629 -2.577 1.103
H -1.545 1.869 -1.010
H -3.289 -1.711 -0.260
H 1.540 -1.283 2.046
H 2.572 0.019 2.405
H 0.786 0.372 2.146
H 1.636 -0.352 -2.283
H 0.340 0.854 -2.281
H 2.063 1.342 -1.816
H 2.934 0.060 -0.022
H -1.012 -0.731 1.471
```

Output
HOMO-LUMO gap: 0.236 Ha
HOMO: -0.484 hartree
2S+1: 1
Total charge: +1

Atom charges from the natural (NBO) analysis, given in e for atoms 1 to 8: -0.4582 0.4653 0.0031 -0.4233 -0.6707 -0.4416 0.1448 -0.4779

***

Run ii
A 2-piece molecular cluster, C7H12N overall. Source: OMol25; level of theory: ωB97M-V/def2-TZVPD.

XYZ file:
```
20
Properties=species:S:1:pos:R:3
C -1.098 -1.779 -0.020
C -2.867 0.062 0.463
C -1.497 -0.519 0.320
C -0.347 0.387 0.237
C 3.040 -0.767 -0.476
C 2.200 0.412 -0.180
C -0.429 1.714 -0.238
N 2.726 -0.261 0.786
H -0.081 -2.057 -0.391
H -1.818 -2.620 -0.097
H -3.614 -0.645 0.791
H -3.103 0.414 -0.593
H 2.553 -1.748 -0.905
H 4.014 -0.502 -0.934
H 1.882 1.421 -0.393
H 0.275 2.469 0.242
H -1.513 2.130 -0.151
H -0.204 1.507 -1.309
H -2.857 0.906 1.080
H 2.738 -0.524 1.771
```

Output
HOMO-LUMO gap: 0.274 Ha
HOMO: -0.450 hartree
2S+1: 1
Total charge: +1

Atom charges from the natural (NBO) analysis, given in e for atoms 1 to 8: -0.1825 -0.6456 -0.1971 0.2102 -0.2301 0.2639 -0.8159 -0.4857

***

Which of them is most stable? Easy: run i.

***

Run i
A 2-piece molecular cluster, C3H7ClN overall. Source: OMol25; level of theory: ωB97M-V/def2-TZVPD.

XYZ file:
```
12
Properties=species:S:1:pos:R:3
C 0.232 -2.342 0.135
C 0.001 -1.518 1.097
C -0.733 0.786 -0.571
N 0.338 1.809 -0.452
Cl 0.030 -0.826 2.603
H 0.594 -3.285 0.400
H 0.300 -2.085 -0.891
H -0.997 0.358 -1.484
H -1.531 0.942 0.249
H 1.140 1.688 -0.971
H 0.690 1.756 0.468
H -0.064 2.718 -0.584
```

Output
HOMO-LUMO gap (alpha / beta): 0.244 / 0.375 Ha
HOMO (alpha / beta): -0.433 / -0.515 hartree
2S+1: 1
Total charge: +1

Atom charges from the natural (NBO) analysis, given in e for atoms 1 to 8: -0.4788 0.0157 -0.2583 -0.6830 0.1739 0.2384 0.2450 0.2130

***

Run ii
An isolated ion of composition C3H7ClN and charge +1. Source: OMol25; level of theory: ωB97M-V/def2-TZVPD.

XYZ file:
```
12
Properties=species:S:1:pos:R:3
C 0.777 -1.257 -0.101
C 0.379 0.160 -0.518
C 1.547 -0.056 0.421
N -0.896 0.836 -0.115
Cl 3.172 0.239 -0.067
H 0.091 -1.846 0.641
H 1.122 -1.827 -0.835
H 0.760 0.370 -1.432
H 1.298 0.182 1.698
H -1.331 0.453 0.774
H -1.647 0.817 -0.851
H -0.772 1.719 0.251
```

Output
HOMO-LUMO gap: 0.388 Ha
HOMO: -0.537 hartree
2S+1: 1
Total charge: +1

Atom charges from the natural (NBO) analysis, given in e for atoms 1 to 8: -0.3865 -0.1311 -0.2531 -0.6614 0.0869 0.2464 0.2418 0.2480

***

Which of them is most stable? Easy: run ii.

***

Run i
C4H7O3P in the gas phase. Source: OMol25; level of theory: ωB97M-V/def2-TZVPD.

XYZ file:
```
15
Properties=species:S:1:pos:R:3
C -0.177 -1.364 -0.082
C 0.082 0.724 1.561
C -0.621 0.019 0.372
C 0.203 -1.572 -1.561
O -0.017 -2.161 0.783
O 1.038 1.620 1.060
O -0.472 1.063 -0.864
P 0.806 2.039 -0.560
H -0.708 1.099 2.164
H 0.678 -0.015 2.211
H -1.709 0.133 0.614
H 1.164 -1.255 -1.507
H -0.374 -0.984 -2.299
H 0.001 -2.596 -1.807
H 0.107 3.250 -0.087
```

Output
HOMO-LUMO gap: 0.357 Ha
HOMO: -0.333 hartree
2S+1: 1
Total charge: 0

Atom charges from the natural (NBO) analysis, given in e for atoms 1 to 8: 0.5767 -0.0897 -0.0161 -0.7054 -0.5162 -0.7875 -0.8529 1.1821

***

Run ii
C4H7O3P in the gas phase. Source: OMol25; level of theory: ωB97M-V/def2-TZVPD.

XYZ file:
```
15
Properties=species:S:1:pos:R:3
C 0.896 2.727 -1.039
C 0.327 1.526 -1.085
C 0.547 -0.720 -0.353
C 1.143 0.290 -0.968
O -2.893 -1.771 0.968
O -0.836 -0.682 -0.098
O -0.662 -1.238 2.246
P -1.448 -1.702 0.935
H 0.341 3.583 -1.098
H 1.940 2.701 -0.882
H -0.728 1.399 -1.092
H 0.852 -1.747 -0.195
H -0.863 -1.645 3.122
H 2.214 0.181 -1.020
H -0.829 -2.901 0.560
```

Output
HOMO-LUMO gap: 0.355 Ha
HOMO: -0.333 hartree
2S+1: 1
Total charge: 0

Atom charges from the natural (NBO) analysis, given in e for atoms 1 to 8: -0.3646 -0.2053 0.1336 -0.2844 -1.0626 -0.8097 -1.0112 2.2245

***

Which of them is most stable? Easy: run ii.

***

Run i
C20H30N4O3 in the gas phase. Source: OMol25; level of theory: ωB97M-V/def2-TZVPD.

XYZ file:
```
57
Properties=species:S:1:pos:R:3
C -3.026 -1.333 4.750
N -2.836 -1.347 3.317
C -3.881 -0.617 2.625
C -3.691 -0.747 1.118
N -2.400 -0.206 0.731
C -1.359 -0.938 1.428
C -1.548 -0.805 2.935
H -0.763 -1.367 3.448
H -1.460 0.261 3.216
H -0.388 -0.524 1.149
H -1.367 -2.010 1.162
C -2.201 -0.214 -0.709
C -2.996 0.892 -1.403
C -2.635 1.018 -2.888
N -1.248 1.365 -3.099
C -0.806 2.630 -2.960
O -1.535 3.585 -2.782
C 0.712 2.763 -3.043
H 1.108 2.106 -3.817
H 0.940 3.799 -3.292
C 1.351 2.417 -1.692
C 1.497 0.913 -1.499
O 1.220 0.130 -2.391
N 1.956 0.496 -0.287
C 2.185 -0.873 0.024
C 1.412 -1.900 -0.508
C 1.624 -3.213 -0.135
C 2.606 -3.526 0.789
C 3.381 -2.520 1.328
C 3.184 -1.196 0.952
O 3.999 -0.272 1.548
C 3.881 1.039 1.056
C 2.416 1.373 0.772
H 2.319 2.419 0.502
H 1.824 1.180 1.675
H 4.298 1.693 1.824
H 4.465 1.149 0.131
H 4.157 -2.727 2.047
H 2.771 -4.549 1.088
H 1.012 -3.991 -0.564
H 0.644 -1.669 -1.225
H 0.738 2.838 -0.891
H 2.347 2.866 -1.645
H -0.560 0.625 -3.134
H -3.240 1.815 -3.328
H -2.837 0.080 -3.410
H -4.066 0.698 -1.330
H -2.787 1.840 -0.907
H -1.138 -0.036 -0.886
H -2.459 -1.194 -1.149
H -4.479 -0.187 0.612
H -3.775 -1.812 0.837
H -4.848 -1.040 2.907
H -3.872 0.454 2.896
H -3.988 -1.785 4.985
H -3.002 -0.316 5.174
H -2.240 -1.923 5.218
```

Output
HOMO-LUMO gap: 0.336 Ha
HOMO: -0.316 hartree
2S+1: 1
Total charge: 0

Atom charges from the natural (NBO) analysis, given in e for atoms 1 to 8: -0.4040 -0.4349 -0.2264 -0.2283 -0.4420 -0.2225 -0.2283 0.2022

***

Run ii
C20H30N4O3 in the gas phase. Source: OMol25; level of theory: ωB97M-V/def2-TZVPD.

XYZ file:
```
57
Properties=species:S:1:pos:R:3
C 7.619 -1.427 0.522
C 7.832 0.007 0.050
C 7.002 1.031 0.828
C 5.500 0.753 0.844
C 4.889 0.745 -0.556
N 3.461 0.452 -0.495
C 2.597 1.527 -0.462
O 2.963 2.678 -0.504
N 1.261 1.210 -0.380
C 0.756 -0.066 -0.329
C -0.614 -0.303 -0.243
C -1.087 -1.605 -0.207
C -0.192 -2.677 -0.267
C 1.163 -2.445 -0.331
C 1.652 -1.139 -0.360
C 3.095 -0.886 -0.431
O 3.934 -1.762 -0.440
H 1.876 -3.255 -0.368
H -0.589 -3.679 -0.264
C -2.550 -1.923 -0.155
O -3.026 -2.871 -0.749
N -3.285 -1.093 0.618
H -2.833 -0.337 1.105
C -4.715 -1.251 0.754
H -5.015 -0.909 1.746
H -4.925 -2.320 0.664
C -5.522 -0.525 -0.348
N -5.622 0.916 -0.277
C -4.403 1.655 -0.545
C -3.770 1.308 -1.887
H -3.003 2.042 -2.127
H -3.308 0.323 -1.881
H -4.527 1.334 -2.666
H -4.682 2.714 -0.566
H -3.657 1.539 0.265
C -6.309 1.431 0.896
C -7.724 0.884 1.048
H -8.248 0.950 0.099
H -8.261 1.477 1.784
H -7.724 -0.150 1.381
H -5.742 1.251 1.828
H -6.374 2.516 0.766
H -6.538 -0.923 -0.326
H -5.092 -0.793 -1.312
H -1.290 0.540 -0.243
H 0.629 1.999 -0.369
H 5.008 1.719 -1.032
H 5.346 -0.035 -1.166
H 5.004 1.528 1.434
H 5.307 -0.209 1.318
H 7.351 1.051 1.864
H 7.176 2.022 0.402
H 7.604 0.076 -1.015
H 8.886 0.270 0.171
H 6.616 -1.773 0.289
H 7.773 -1.501 1.597
H 8.326 -2.091 0.030
```

Output
HOMO-LUMO gap: 0.310 Ha
HOMO: -0.313 hartree
2S+1: 1
Total charge: 0

Atom charges from the natural (NBO) analysis, given in e for atoms 1 to 8: -0.6184 -0.3948 -0.3905 -0.4099 -0.2291 -0.4607 0.7961 -0.6181

***

Which of them is most stable? Easy: run ii.